119
Properties=species:S:1:pos:R:3 method="wB97M-V/def2-TZVPD" e_lumo_ev=0.058 spin_multiplicity=1 homo_lumo_gap_ev=9.23 homo_ev=-9.2 total_charge=0
Br 0.551 3.385 6.054
C 1.484 1.670 6.436
C 0.496 0.465 6.456
Br 1.429 -1.121 7.142
H 1.930 1.918 7.399
H 2.326 1.462 5.776
H 0.042 0.238 5.491
H -0.286 0.837 7.118
C -3.811 -5.244 0.142
C -3.005 -3.981 0.286
C -3.516 -3.065 -0.884
O -4.894 -3.414 -0.862
C -5.167 -4.615 -0.074
H -3.700 -5.788 1.080
H -3.645 -5.856 -0.745
H -1.938 -4.205 0.268
H -3.218 -3.480 1.230
H -3.121 -3.322 -1.867
H -3.334 -2.045 -0.545
H -5.782 -5.235 -0.726
H -5.613 -4.241 0.847
C 1.537 -1.454 -2.718
C 2.328 -1.814 -3.982
C 3.147 -0.611 -4.302
O 2.591 0.431 -3.464
C 1.346 0.017 -2.999
H 2.234 -1.633 -1.900
H 0.553 -1.920 -2.771
H 1.635 -1.998 -4.803
H 2.903 -2.709 -3.743
H 3.013 -0.397 -5.362
H 4.226 -0.744 -4.211
H 0.611 0.281 -3.760
H 0.984 0.523 -2.104
C 5.610 -0.139 -1.513
C 5.399 -1.567 -1.191
C 5.161 -1.490 0.321
O 4.358 -0.378 0.502
C 4.655 0.503 -0.558
H 5.395 0.128 -2.548
H 6.597 0.230 -1.235
H 6.323 -2.114 -1.380
H 4.566 -2.084 -1.667
H 6.077 -1.252 0.861
H 4.798 -2.347 0.889
H 5.004 1.456 -0.162
H 3.734 0.695 -1.108
C -2.654 0.056 -5.293
O -2.717 0.492 -6.424
N -3.372 0.568 -4.303
C -3.447 -0.042 -2.948
C -4.235 1.752 -4.518
H -2.155 -0.893 -5.043
H -3.424 0.761 -2.212
H -2.624 -0.684 -2.634
H -4.362 -0.614 -2.794
H -4.317 2.383 -3.633
H -3.857 2.401 -5.308
H -5.228 1.403 -4.802
C -4.726 0.025 3.497
O -4.721 0.434 4.616
N -4.811 0.793 2.421
C -4.506 0.376 1.054
C -5.301 2.189 2.422
H -4.477 -1.021 3.260
H -4.244 -0.670 0.894
H -3.622 0.886 0.671
H -5.438 0.588 0.531
H -4.688 2.873 1.835
H -6.302 2.105 1.999
H -5.319 2.580 3.439
C 3.196 5.144 -0.283
O 3.434 6.338 -0.088
N 2.544 4.376 0.601
C 2.172 2.974 0.213
C 2.032 4.844 1.931
H 3.396 4.584 -1.210
H 1.122 2.937 0.502
H 2.595 2.234 0.892
H 2.213 2.930 -0.876
H 0.979 4.564 1.936
H 2.616 4.309 2.680
H 2.155 5.913 2.101
C -1.786 4.635 1.270
O -1.070 5.522 1.853
N -1.563 4.274 0.001
C -2.339 3.182 -0.575
C -0.501 4.825 -0.804
H -2.628 4.116 1.755
H -3.294 3.112 -0.056
H -1.821 2.241 -0.389
H -2.581 3.396 -1.616
H 0.116 5.556 -0.280
H 0.209 4.108 -1.215
H -0.869 5.367 -1.675
C 1.638 -4.148 0.204
O 0.799 -4.082 -0.704
N 2.917 -4.380 0.006
C 3.812 -4.849 1.094
C 3.468 -4.658 -1.312
H 1.416 -4.004 1.273
H 3.696 -4.199 1.962
H 4.871 -4.748 0.859
H 3.595 -5.880 1.374
H 3.449 -5.740 -1.445
H 2.868 -4.211 -2.104
H 4.450 -4.199 -1.422
C -0.465 -0.771 0.689
O -1.561 -0.610 0.101
N -0.017 -0.070 1.784
C 1.386 -0.249 2.171
C -0.812 1.037 2.328
H 0.358 -1.389 0.298
H 1.927 0.655 1.890
H 1.909 -1.058 1.661
H 1.468 -0.489 3.231
H -1.700 1.211 1.721
H -1.099 0.744 3.338
H -0.160 1.894 2.494